ORCA calculation (ωB97M-V/def2-TZVPD) on a cluster of 12 separate species, C87H174F18N6O13S in total.

XYZ file:
```
299
Properties=species:S:1:pos:R:3
S -1.80 4.98 -2.30
F -2.29 0.19 5.33
F -1.22 0.79 7.23
F -5.55 2.62 2.81
F 3.04 -7.81 0.41
F -4.40 -5.03 0.38
F -2.77 -3.67 0.67
F -2.31 -3.14 -4.80
F -1.76 2.17 5.61
F -1.17 4.55 -4.78
F -6.00 0.49 2.94
F 3.46 -8.22 -1.56
F 0.13 3.77 -3.42
F -1.30 -4.00 -3.06
F 3.73 -9.73 -0.18
F -2.41 -5.68 -0.04
F 0.24 5.87 -3.74
F -7.20 1.87 3.98
F -1.53 -1.97 -3.11
O -6.94 1.19 0.35
O 1.02 -0.33 6.10
O -2.85 5.89 -2.76
O 6.23 -8.25 -1.18
O -2.31 3.62 -2.11
O 0.23 -3.66 -5.89
O -3.62 -4.78 3.31
O 0.53 0.57 3.96
O -1.09 5.45 -1.08
O 5.78 -8.56 1.12
O -2.82 -6.82 2.65
O 0.79 -1.73 -4.96
O -8.05 3.04 1.29
N 0.15 -0.48 0.14
N 5.23 6.15 -4.06
N 5.80 -4.74 -4.17
N -8.13 -2.55 -0.65
N -3.19 5.80 3.52
N 4.81 1.29 3.65
C -6.69 9.51 2.68
C 4.25 2.75 7.31
C -3.17 -4.95 0.85
C 5.68 0.00 3.98
C 4.87 -2.61 2.35
C -10.13 -1.19 -1.57
C 4.11 5.78 -3.01
C -7.46 1.68 1.56
C -2.12 -0.56 1.30
C -3.67 -0.40 1.18
C 4.91 -8.17 -5.44
C -5.38 4.91 6.77
C 1.79 -4.90 -0.53
C 0.71 -5.54 -7.31
C -5.32 -3.12 -4.75
C 5.80 4.92 -4.83
C 5.71 -9.13 3.47
C 0.19 -2.93 -4.66
C 3.99 -3.29 -3.63
C 3.86 -8.46 -0.34
C 0.42 1.01 -1.89
C 0.78 -1.45 1.12
C 3.49 2.26 1.83
C -6.55 1.68 2.82
C 5.47 -6.22 -3.83
C -6.26 -3.83 -3.83
C 5.11 2.05 6.12
C -3.38 -3.39 3.65
C 4.15 1.89 4.92
C 0.69 -2.91 0.75
C -1.25 0.96 5.87
C 2.55 5.36 -0.24
C -3.30 7.35 3.39
C -9.64 4.72 0.96
C 2.50 6.58 -1.13
C -8.93 -3.46 0.41
C 5.31 -7.94 -0.13
C 7.32 4.88 -4.45
C 4.12 -2.15 3.63
C -7.06 -2.51 1.56
C 5.52 -8.04 2.43
C 7.83 -3.07 -4.53
C -6.94 -2.74 -2.94
C -4.23 -2.87 4.81
C 5.70 2.28 2.90
C 0.62 -5.07 -5.77
C -8.00 -3.70 1.62
C 3.69 6.91 -2.01
C 0.25 0.68 5.35
C 3.71 -7.51 -5.95
C 3.19 6.79 -5.69
C -1.71 5.44 3.84
C 3.72 0.96 2.60
C -2.79 -5.45 2.28
C 7.35 -4.56 -4.32
C -6.77 -2.25 0.05
C 0.86 -1.68 5.88
C 5.10 -4.32 -5.45
C -5.16 9.34 2.98
C -7.96 -3.37 -1.94
C 1.52 -2.54 6.93
C 0.32 1.82 -0.61
C -9.46 3.22 1.06
C -1.28 -3.03 -3.90
C 2.85 7.82 -6.78
C -4.67 7.84 2.77
C 5.93 -7.14 -4.92
C -0.59 4.81 -3.65
C 6.36 6.86 -3.29
C -4.50 5.81 5.76
C -1.46 -0.56 0.02
C 4.53 7.14 -5.00
C 7.61 6.30 -3.98
C 4.35 -3.03 -5.03
C 1.94 -3.42 -0.11
C 4.81 3.03 2.03
C -3.41 5.20 2.09
C -4.28 5.10 4.41
C 0.45 0.98 0.69
C 0.82 -0.38 -1.27
C -11.03 0.09 -1.32
C -2.48 3.98 2.02
C -1.22 4.38 2.79
C 5.21 -3.87 -3.02
C 9.27 -3.18 -5.05
C 4.84 -1.19 4.59
C -8.83 -1.18 -0.83
H -0.50 1.01 -2.49
H 6.61 0.31 4.47
H 3.90 -2.99 4.29
H 5.44 -1.78 5.29
H -1.74 -1.45 -0.55
H 1.03 -2.02 4.85
H -2.48 7.77 2.81
H -10.59 4.90 0.46
H -9.53 5.20 1.93
H 9.54 -3.83 -5.88
H -8.96 -4.39 -0.16
H 7.65 -5.14 -5.20
H -7.19 8.56 2.47
H -6.15 -2.86 2.03
H 4.42 2.31 8.29
H -12.08 -0.04 -1.08
H -5.86 -4.45 -3.02
H 8.50 6.34 -3.36
H -5.89 5.56 7.47
H -8.28 1.02 1.85
H 3.26 1.27 5.03
H 6.34 6.35 -2.33
H 4.67 -8.90 -4.66
H 1.81 7.77 -7.10
H -8.88 5.15 0.30
H 7.11 -2.52 -5.14
H 3.76 2.88 4.66
H -5.23 -3.28 4.64
H 2.36 6.86 -4.99
H -4.45 7.51 1.75
H 3.06 8.83 -6.44
H -5.86 -2.36 -5.31
H -1.94 -1.46 1.88
H -3.95 4.07 4.57
H 1.77 -1.07 1.37
H 4.95 -2.14 -5.21
H -3.17 7.70 4.41
H -8.99 -0.81 0.18
H -3.91 0.51 0.63
H -9.88 -3.01 0.72
H 3.53 7.58 -7.60
H 6.32 1.57 2.36
H 1.89 -0.38 -1.07
H 7.87 4.53 -5.33
H 5.05 -4.40 -2.08
H -1.95 0.31 1.94
H 0.26 -1.24 2.05
H -7.43 -4.30 -1.73
H 2.58 -2.40 7.15
H 4.27 -5.01 -5.59
H -0.23 -3.15 0.22
H -0.89 3.45 3.26
H 4.37 -3.48 1.92
H 3.11 5.61 0.66
H 1.95 -5.38 0.43
H -8.86 -3.76 -2.41
H 1.14 -4.90 -8.08
H 5.01 -9.91 3.16
H 7.77 -5.10 -3.48
H 6.01 -0.30 2.99
H -8.08 -0.52 -1.27
H -0.33 1.27 1.40
H -4.43 -2.63 -4.35
H 4.62 4.07 2.27
H -1.00 6.25 3.97
H -5.00 9.74 3.98
H -1.70 4.95 4.82
H 3.17 -8.34 -6.42
H 0.92 2.73 -0.60
H -6.23 -2.02 -2.52
H 0.98 -2.24 7.83
H 0.56 -1.28 -1.83
H -11.15 0.68 -2.23
H 5.62 1.14 6.42
H -4.30 -1.79 4.92
H 6.33 -6.64 -5.81
H 3.83 -6.71 -6.68
H 2.12 -2.86 -1.03
H 4.80 -1.83 1.59
H -3.80 -3.33 5.70
H 6.00 2.66 5.94
H 5.42 3.23 1.15
H -3.65 -2.76 2.81
H 6.82 -7.74 -4.70
H -10.58 0.75 -0.58
H -7.43 -4.58 1.34
H 1.60 6.40 -1.72
H -5.16 4.89 3.80
H 5.44 -8.77 4.46
H -4.16 -0.28 2.14
H 6.18 2.86 3.70
H 4.41 -6.28 -3.60
H -2.34 -3.11 3.78
H 4.15 0.31 1.84
H 9.93 -3.48 -4.23
H -3.00 3.08 2.34
H 7.75 -2.68 -3.51
H -5.54 7.27 3.09
H -10.82 -1.97 -1.25
H 3.15 -1.69 3.46
H -4.46 4.95 1.92
H 4.32 3.83 7.42
H -5.06 6.74 5.75
H -0.12 -5.65 -5.22
H 9.51 -2.13 -5.24
H 0.61 -3.57 1.61
H 3.34 7.81 -2.52
H -9.71 2.93 0.04
H 6.19 7.94 -3.21
H 0.80 -3.39 -3.88
H -9.99 -1.32 -2.65
H 4.58 4.96 -2.47
H 7.45 4.19 -3.62
H 7.88 6.95 -4.81
H -0.15 -2.03 6.10
H -7.16 10.07 3.49
H 6.18 -7.24 2.79
H 3.04 4.48 -0.66
H -1.84 -4.96 2.49
H 4.61 -7.49 2.69
H 1.37 -3.62 6.82
H 1.56 5.06 0.10
H 3.17 2.58 7.30
H 2.12 7.46 -0.60
H 0.86 -5.19 -1.02
H 5.93 -2.84 2.50
H 2.74 0.62 2.96
H -8.41 -3.82 2.62
H 5.29 7.42 -5.73
H -7.58 -2.12 -3.57
H 3.35 2.04 0.77
H -6.91 10.15 1.83
H 3.55 -2.78 -5.73
H 2.58 -5.27 -1.19
H 5.74 -4.24 -6.33
H -4.76 -3.77 -5.42
H 0.71 1.65 5.56
H 4.52 7.19 -1.37
H -6.12 -3.04 -0.32
H -3.15 5.90 1.30
H -0.51 4.75 2.05
H -4.71 4.18 7.22
H 1.44 0.91 1.13
H 1.55 -5.25 -5.23
H -3.57 6.07 6.26
H 5.27 4.05 -4.43
H 1.18 1.33 -2.60
H 1.12 -6.55 -7.41
H 2.98 5.74 -5.92
H 3.16 -3.98 -3.53
H 5.54 -8.74 -6.12
H -4.06 -1.22 0.58
H 5.85 -3.02 -2.79
H -7.45 -1.57 1.94
H -4.56 9.87 2.24
H 3.56 -2.42 -3.13
H -1.87 0.29 -0.52
H 4.38 7.97 -4.31
H 2.66 2.80 2.29
H 3.19 -7.16 -5.06
H -10.10 2.85 1.86
H -7.04 -4.27 -4.43
H -0.64 2.34 -0.52
H 5.98 -6.52 -2.91
H -6.14 -1.40 -0.22
H 4.07 -0.83 5.27
H -0.34 -5.67 -7.60
H 2.89 -3.31 0.43
H 5.56 5.00 -5.89
H 5.12 -6.89 0.06
H 3.36 5.34 -3.67
H 6.69 -9.61 3.44
H -6.12 4.28 6.27
H -2.07 3.76 1.03
```

Summary:
E_tot = -6920.893887 Eh
highest occupied orbital energy = -0.1768 hartree
lowest unoccupied orbital energy = -1.7 eV
gap between HOMO and LUMO = 3.141 eV